Record 1
# C32H87N5O9

A cluster of 9 separate species, C32H87N5O9 in total at a distorted geometry (ωB97M-V/def2-TZVPD, OMol25).

Positions of all 133 atoms, in Å:
H -17.68194 -11.75238 -20.31932
H -13.97612 -5.80312 -23.65376
C -7.19631 -7.90055 -20.06278
C -8.94960 -8.51316 -18.69554
H -13.73861 -7.50066 -23.30952
H -18.63388 -15.59205 -15.68427
C -17.66256 -10.66698 -20.22109
H -16.27982 -13.08887 -17.07865
H -16.01628 -5.64964 -16.91337
O -18.70527 -6.68848 -15.25849
C -17.00471 -5.60475 -16.45611
H -6.25731 -8.29531 -20.45079
H -11.67379 -17.11000 -22.76326
O -12.22515 -7.06904 -19.51638
H -9.02111 -11.56538 -13.50064
C -16.81322 -14.30625 -15.78810
H -8.81265 -7.49494 -18.33145
C -13.87000 -15.06487 -21.46291
H -15.04658 -10.01010 -14.90600
C -17.54768 -15.60496 -15.59432
C -11.99300 -5.38692 -12.85111
N -15.45240 -13.71075 -20.04188
C -14.19431 -10.18501 -15.56261
C -10.29496 -12.26777 -14.85386
C -9.35021 -9.31677 -17.40275
H -13.26955 -7.53400 -17.76555
N -8.40692 -9.49060 -16.30800
H -18.26163 -7.90022 -17.82623
H -9.59323 -14.04518 -15.88089
C -13.38558 -12.91298 -12.99786
C -17.67597 -8.09715 -16.92828
H -18.59571 -10.34463 -20.68308
C -15.27926 -15.99410 -19.44794
H -8.49395 -13.53916 -14.64767
H -17.15116 -16.33606 -16.29884
H -10.39353 -10.74465 -13.61711
H -18.16276 -6.60398 -22.86790
H -9.75168 -8.47115 -19.43244
H -18.90376 -7.51566 -14.81355
H -13.25535 -10.83269 -18.23509
H -12.40111 -11.87600 -17.15662
C -10.65230 -8.89710 -16.72018
H -14.49372 -5.44283 -14.23827
H -15.88999 -14.38178 -15.21359
C -17.44545 -6.93883 -15.89977
H -13.61841 -13.89477 -13.41015
H -15.29001 -8.63004 -21.73965
H -7.72828 -7.70953 -20.99477
H -13.88744 -8.33736 -19.25259
H -17.67608 -10.40760 -19.16248
O -12.84772 -16.05211 -21.46147
H -17.84213 -13.37264 -14.01749
C -14.04044 -6.38960 -13.94456
H -17.08414 -12.17675 -15.04267
H -12.35064 -6.33620 -23.51710
H -17.70008 -5.16260 -17.16960
N -9.66717 -11.17483 -14.17160
H -16.28134 -16.30233 -19.74614
H -12.06975 -7.27010 -13.54115
C -17.60504 -13.13415 -15.05432
H -14.20303 -6.74799 -18.98921
H -9.57010 -10.29844 -17.82235
H -14.44085 -6.53579 -12.94137
C -13.32320 -6.24792 -21.56735
H -10.74676 -9.40707 -15.76148
C -16.36433 -10.26270 -20.95659
C -11.17879 -13.06743 -13.89349
H -12.58131 -5.06816 -20.35886
H -11.56180 -15.36531 -23.09302
O -7.76958 -8.95964 -19.32895
H -16.73543 -7.31672 -15.16413
C -9.16854 -13.15668 -15.41365
H -16.18944 -13.96966 -20.68207
H -16.73230 -8.49067 -17.30607
C -17.28149 -6.99211 -22.35720
H -12.96130 -16.25703 -23.52690
H -18.56786 -12.97846 -15.54099
H -18.14832 -8.99219 -16.52343
H -15.33426 -11.76413 -20.05303
O -12.34106 -12.23683 -13.68772
C -16.21882 -8.76693 -21.18588
H -14.22268 -12.21556 -13.02900
C -12.57886 -6.35219 -13.83498
H -13.09716 -13.11418 -11.96614
H -14.13128 -9.31715 -16.21908
O -17.32494 -8.38510 -21.99550
H -10.69580 -7.81368 -16.60883
C -13.34619 -6.50426 -23.10633
C -13.38815 -7.45770 -18.84639
O -16.62716 -13.97875 -17.17376
H -15.30747 -11.03408 -18.05678
H -8.59731 -12.74691 -16.24665
H -13.47029 -14.10037 -21.77606
H -11.49980 -9.28641 -17.28434
H -16.95360 -4.96037 -15.57846
H -14.31657 -7.11338 -14.71136
H -13.70995 -14.53283 -19.43009
H -16.23893 -8.27721 -20.21229
H -12.62636 -5.25282 -11.97419
H -11.50667 -13.98990 -14.37271
N -15.24237 -10.76155 -20.13359
H -14.34053 -10.68052 -20.58106
H -14.62547 -15.24440 -22.22785
H -10.73528 -13.27207 -12.91905
H -15.87484 -13.74514 -19.12512
H -7.58108 -9.96091 -16.64991
H -17.21968 -6.47838 -21.39784
H -11.05528 -5.74720 -12.42806
O -15.55146 -11.43250 -17.21813
H -11.32976 -7.00939 -21.38430
C -14.54427 -14.84037 -20.06053
H -14.68099 -16.86107 -19.72819
H -14.48045 -12.29994 -15.74134
H -7.03116 -6.97617 -19.50928
C -12.28459 -7.23243 -20.90824
H -16.44508 -6.77061 -23.02011
C -13.38488 -11.70424 -17.59342
H -10.89169 -11.94657 -15.70758
H -8.81848 -10.06760 -15.58844
H -13.34330 -10.30027 -14.89134
H -12.19864 -4.68867 -21.89067
H -14.33303 -6.46086 -21.21665
H -11.81777 -4.40483 -13.29031
H -17.30676 -16.03680 -14.62295
H -12.47684 -8.27583 -21.15821
H -15.36518 -15.89818 -18.36558
H -13.66114 -12.56108 -18.20791
H -16.33382 -10.79148 -21.90925
C -14.38354 -11.46957 -16.44075
H -11.01781 -6.17430 -15.01876
C -12.21402 -16.16361 -22.73890
N -12.97094 -4.90208 -21.27576
O -11.96293 -6.01281 -15.06634

Properties
* SMILES string: COC[C@H](C)N.COC[C@H](C)N.COC[C@H](C)N.COC[C@H](C)N.COC[C@H](C)N.CC(C)O.CC(C)O.CC(C)O.CC(C)O
* relative energy (zero: lowest compared OMol25 entry of this formula, charge and spin): 36.7 kcal per mole
* highest occupied orbital energy: -8.4 eV



Record 2
# C32H88INO18

A cluster of 16 separate species, C32H88INO18 in total at a distorted geometry (ωB97M-V/def2-TZVPD, OMol25).

Positions of all 140 atoms, in Å:
H 10.52852 -4.22628 7.02348
H 2.33438 -1.66504 1.96669
H -1.01283 -2.39909 4.04608
C 2.06077 2.39471 -0.82888
O 1.29232 -7.16407 -3.86097
H -10.05122 -1.96888 4.69167
H -1.42017 -3.02769 6.77871
H 5.81902 -3.92146 -1.98859
C 3.24651 1.49082 -1.16264
I 0.89869 -3.42150 -2.57768
H 0.99177 1.73080 0.94675
C -1.77952 -2.95608 5.75459
H -1.39638 6.46540 -6.59047
C 3.34732 -2.33973 3.47395
C -0.47366 2.93913 -4.15197
C 6.20012 6.09920 1.40184
H 3.72615 -3.09105 -2.63348
H -6.55902 2.45044 -2.52121
H 1.87506 6.32126 3.03606
H -1.07231 -1.29776 -2.96494
H -3.88676 2.49050 -1.51040
O 4.50145 -2.59153 -2.91186
O -0.71250 -2.46579 4.95929
H -7.27451 -4.63379 4.70099
H 4.12354 1.16496 3.70101
H 1.25744 3.45208 0.85183
O 1.44872 -0.21769 -2.63308
H -7.83347 1.65545 -4.31741
H 4.93314 -0.31202 2.09321
H -1.52144 -5.64288 1.79074
O -3.28764 -5.02003 2.69424
N -0.03944 -2.07736 2.13322
C 3.00736 0.00959 -0.81734
H -0.88266 0.84066 -1.97796
H -8.81758 -3.20266 4.99631
H 9.13684 -2.82674 8.26523
H 5.72228 5.21139 0.99362
H -2.21748 3.69384 0.01671
C 1.76631 -0.43760 -1.51429
H 6.08281 -4.54833 7.31491
H -1.02904 0.23641 -0.35027
O 8.77426 -3.68205 8.01749
H -3.98057 -0.88885 -2.60645
H 5.52086 1.12977 1.24064
H -7.25937 -1.52395 4.63455
H 2.62419 2.41609 1.30058
H -4.62600 5.36134 -9.83846
H 3.25442 -1.43887 4.08621
C 2.39497 6.16997 2.08588
H 9.04709 -5.07824 6.55654
H 3.45852 1.58423 -2.23266
H -1.57539 6.30291 -4.83157
O 4.73404 -3.16837 6.53452
C -1.59550 3.22693 -3.18976
H -6.28990 1.09207 -4.98385
O 5.45244 6.48523 2.54770
O 3.21445 -2.03793 2.08785
H 5.61600 -4.81395 5.61055
O 1.46304 5.97977 1.02016
H -1.16835 2.32409 -0.12997
O -3.22503 5.75758 -5.88090
H -8.97217 -2.47073 3.37162
H 9.30478 -3.40454 6.02686
H 6.23234 0.68899 2.80393
C -6.25697 -4.90916 4.44023
H 3.85801 -0.58549 -1.15989
O -5.39849 -3.84196 4.82503
H 3.04619 7.02139 1.89114
H -4.65150 4.12983 -7.29447
C -2.93010 0.51190 -1.31993
C 5.30750 0.70604 2.22050
H 6.19852 6.88179 0.63821
C 9.45573 -4.11303 6.84657
C -0.01832 -1.98680 -1.24274
C -1.44359 0.13595 -1.35814
H 5.44072 -4.28455 -3.69119
H 0.86987 -8.33561 -5.46045
H -5.99415 -5.82835 4.96938
H 0.92217 6.77144 0.95395
H -4.50657 -4.11168 4.58412
H -6.59604 2.83183 -4.82699
C -1.32540 3.48087 -1.88539
H 5.86296 7.26946 2.92320
H 1.02248 -6.31882 -3.49011
O -0.54825 -2.80045 -0.12963
H 3.00482 5.27410 2.15778
H -4.52821 0.75150 -2.76475
O -8.15784 -1.24366 4.83996
C -9.03966 -2.28509 4.44733
H 3.97602 -3.68583 6.82086
C -1.21603 -1.28946 -1.88570
H 6.68853 -3.46987 6.04988
H -2.09880 -3.95490 5.43254
H -0.25019 1.86841 -4.11782
H -6.19669 -5.07965 3.36289
H -2.97061 0.27872 -3.50622
H -3.68160 6.00856 -6.69272
C -5.04616 4.22297 -8.30393
H -6.10745 4.47884 -8.24832
C -0.22285 -2.41644 1.05670
H 7.23365 5.85465 1.66033
O 4.32303 1.53165 2.83461
H 2.59350 -3.06202 3.79471
H -3.63073 3.92266 -3.13795
H -2.84990 3.87703 -4.70381
H -3.49667 2.36804 -4.03716
H -2.70057 -4.85428 0.70820
C 1.73589 2.48627 0.67152
H -0.72463 3.21021 -5.18300
C -1.95272 2.86819 -0.66309
H 0.75317 -6.60063 -5.79860
H 0.43149 3.48541 -3.85967
C -6.75983 1.85413 -4.36558
C -3.19429 1.98047 -0.83797
H 2.31240 3.39980 -1.18438
H 4.13748 1.85212 -0.64162
C -2.08286 6.59400 -5.74971
H -2.09419 -1.90515 -1.67614
C 5.60747 -3.48261 -2.96720
H -3.00363 -6.49876 1.31779
O -4.29937 5.25498 -8.94080
O -6.15651 1.77936 -3.08061
H -2.64369 -2.28476 5.73645
C 0.55260 -7.37748 -5.05584
H -3.69813 1.93635 0.13111
H 2.88024 -0.06200 0.26447
H -0.57672 4.24748 -1.66338
C -3.00131 3.30950 -3.78002
C -2.58336 -5.52697 1.56131
H 6.47136 -2.90239 -3.28349
H -2.36493 7.64763 -5.67893
H -2.90526 -4.16210 2.90518
H 1.15874 2.11244 -1.38013
O 0.92894 -1.16661 -0.66851
C -3.62967 0.14644 -2.64385
H -4.93202 3.26182 -8.81039
H 4.33616 -2.76571 3.62655
H -0.52236 -7.41824 -4.86103
H -3.38664 -0.13859 -0.56208
C 5.83383 -4.05824 6.37167

Properties
* highest occupied orbital energy: -7.4 eV